DFT (wB97M-V/def2-TZVPD) results for C29H45N6O6P2STi as an isolated structure.

Output
**Total charge**: +1
**2S+1**: 3
**LUMO energy (alpha / beta)**: -1.71 / -2.54 eV
**⟨S²⟩**: 2.018
**Gap between HOMO and LUMO (alpha / beta)**: 6.46 / 7.52 eV

Geometry as XYZ:
```
90
Properties=species:S:1:pos:R:3:forces:R:3:mulliken_spin:R:1
Ti -0.028053 0.186279 -0.354531 -0.104 0.035 -0.128 1.280
N 4.237757 0.196756 -1.369243 -0.005 -0.076 0.046 0.012
C 2.895962 -0.082706 -1.299174 0.049 0.122 -0.052 0.053
S 1.790180 1.220604 -1.685859 -0.039 -0.072 0.080 -0.048
N 2.540952 -1.277902 -0.963322 0.002 -0.042 0.000 -0.025
N 1.177569 -1.418231 -0.815531 0.126 0.042 -0.059 0.067
C 0.690405 -2.645166 -0.873863 -0.050 0.080 0.022 0.085
C 1.507701 -3.850772 -1.137961 -0.023 0.000 0.004 0.003
C 2.507415 -4.238643 -0.249915 0.010 -0.004 0.005 0.019
C 3.251668 -5.380970 -0.492382 -0.003 0.001 -0.003 -0.005
C 3.011135 -6.141692 -1.629576 0.000 -0.004 -0.001 0.009
C 2.022982 -5.756547 -2.522593 0.003 0.004 0.008 -0.005
C 1.271279 -4.615956 -2.275707 0.008 -0.011 -0.001 0.039
C -0.721125 -2.704868 -0.650919 0.079 -0.044 0.048 0.172
C -1.457675 -3.901766 -0.590778 -0.025 0.017 -0.021 0.008
C -2.802804 -3.860816 -0.340422 -0.007 0.018 0.003 0.086
C -3.421510 -2.611928 -0.133450 0.008 -0.026 0.000 0.028
C -2.651861 -1.484061 -0.184396 0.010 0.055 0.003 0.069
N -1.322058 -1.492104 -0.441155 -0.090 -0.055 -0.022 0.083
H 4.500862 0.959622 -1.969730 -0.014 0.004 -0.013 0.000
H 4.830642 -0.618868 -1.417580 0.019 0.016 -0.006 0.000
H 2.702932 -3.632248 0.625130 -0.001 -0.015 -0.014 0.000
H 4.024990 -5.678784 0.203782 0.000 0.000 0.001 0.000
H 3.595920 -7.032005 -1.819752 0.001 0.001 0.001 0.001
H 1.838341 -6.341849 -3.413703 -0.005 0.003 -0.001 0.000
H 0.502577 -4.309623 -2.975288 0.001 -0.003 -0.001 0.003
H -0.941582 -4.839403 -0.739934 -0.010 -0.004 -0.001 0.010
H -3.379708 -4.774413 -0.293986 -0.003 0.002 0.000 0.004
H -4.480516 -2.533206 0.068090 0.000 -0.010 0.002 0.003
H -3.081549 -0.505914 -0.008254 0.005 0.007 0.008 -0.005
C 2.612796 -1.288919 5.207465 -0.013 0.008 0.015 0.000
C 2.311180 -1.011800 3.753845 -0.006 0.001 0.027 0.000
C 3.331556 -1.595019 2.802359 0.005 -0.002 -0.016 -0.001
O 2.297174 0.456414 3.614875 -0.018 0.024 -0.059 -0.002
P 1.372442 1.160525 2.564411 -0.020 -0.097 0.209 0.005
O 1.124422 0.280648 1.386586 0.124 0.079 -0.096 -0.005
C -0.189787 1.534368 3.380298 0.068 -0.012 -0.135 0.001
P -1.488709 1.974859 2.215403 0.103 -0.114 -0.048 0.012
O -1.427438 1.098923 1.003239 -0.166 0.257 0.166 0.003
O -2.856591 1.853458 2.975651 -0.010 -0.028 -0.101 -0.002
C -3.597743 0.584484 3.020367 -0.076 -0.075 0.063 0.004
C -3.919233 0.310730 4.472092 0.019 0.057 -0.026 -0.001
C -4.824055 0.734167 2.148543 0.035 0.000 0.023 0.002
O -1.262406 3.494382 1.987060 0.042 -0.032 -0.014 0.001
C -2.152529 4.469873 1.335677 -0.078 0.045 -0.007 0.002
C -3.088226 3.824520 0.334286 0.021 -0.029 -0.001 -0.005
C -2.874984 5.231172 2.423965 0.013 -0.020 0.023 0.000
O 1.970744 2.566753 2.308679 0.011 -0.007 0.030 -0.001
C 3.118815 2.892180 1.428875 0.039 -0.052 -0.040 0.008
C 3.340753 4.373214 1.607457 -0.034 0.016 0.032 0.001
C 4.327521 2.053929 1.780334 -0.013 0.031 -0.003 0.001
H 2.609124 -2.364379 5.384304 0.002 0.000 -0.001 0.000
H 1.869786 -0.828306 5.858031 0.003 -0.004 0.002 0.000
H 3.595871 -0.898079 5.470800 0.001 0.000 -0.007 0.000
H 1.311501 -1.374421 3.497029 0.003 -0.008 -0.009 -0.003
H 4.321744 -1.192095 3.020911 -0.002 0.002 0.006 0.000
H 3.078666 -1.389179 1.761355 -0.006 0.022 0.009 0.000
H 3.367633 -2.676972 2.940807 0.006 0.002 0.002 0.000
H -0.063650 2.312614 4.131891 -0.023 -0.026 0.038 0.000
H -0.508009 0.606286 3.865715 -0.020 0.024 0.046 -0.001
H -2.951745 -0.201111 2.618560 0.021 0.030 -0.017 0.000
H -4.530916 1.115329 4.881191 -0.002 -0.007 0.003 0.000
H -3.008860 0.231501 5.066350 -0.012 -0.016 0.015 0.000
H -4.472441 -0.624002 4.558297 0.006 -0.013 0.003 0.000
H -5.456461 1.539450 2.525000 0.001 0.008 -0.018 0.000
H -5.402454 -0.190067 2.160859 0.009 -0.007 -0.002 -0.002
H -4.542761 0.953899 1.118631 -0.018 0.007 -0.011 -0.002
H -1.451742 5.124311 0.818434 0.019 -0.013 0.007 0.000
H -3.844620 3.220149 0.836415 -0.003 0.014 0.007 0.000
H -2.552460 3.197985 -0.377920 0.009 0.013 -0.007 0.008
H -3.600889 4.613018 -0.217006 -0.007 -0.003 -0.001 0.000
H -3.544827 4.566651 2.970961 -0.004 0.004 -0.007 0.000
H -3.466691 6.032317 1.980733 0.002 0.001 -0.007 0.000
H -2.166335 5.671926 3.123628 -0.002 0.005 -0.004 0.000
H 2.779098 2.662259 0.418690 0.022 0.015 -0.007 -0.011
H 3.676935 4.592115 2.622047 -0.006 -0.002 -0.010 0.000
H 2.421841 4.926104 1.415253 0.008 0.012 -0.009 0.000
H 4.104308 4.714217 0.909018 0.005 -0.006 -0.010 0.000
H 4.585818 2.165552 2.833908 -0.014 -0.011 0.014 0.000
H 5.171044 2.398572 1.181449 -0.007 -0.015 -0.017 0.000
H 4.171099 1.001057 1.547001 -0.008 -0.005 0.015 0.000
N -0.958041 2.484535 -2.377475 0.021 -0.029 -0.059 0.012
C -1.835395 2.947381 -3.282573 -0.079 -0.061 0.036 0.008
C -2.838050 2.009548 -3.381092 -0.007 0.045 -0.027 -0.001
C -2.462380 0.991732 -2.495701 0.013 0.006 0.009 0.021
N -1.315364 1.282094 -1.892724 0.053 -0.067 0.044 0.004
H -0.054506 2.865114 -2.142774 0.001 -0.018 0.009 0.000
H -1.683451 3.888216 -3.783089 0.010 0.001 0.002 0.000
H -3.706872 2.044733 -4.013485 0.001 0.006 0.003 0.000
H -2.963789 0.061718 -2.287000 0.014 -0.001 0.007 -0.006
```
Forces are in eV/Å.

DFT (wB97M-V/def2-TZVPD) results for C29H46AuP2Se as an isolated structure at a distorted geometry.

Output
**Total charge**: +1
**2S+1**: 3
**LUMO energy (alpha / beta)**: -3.47 / -4.06 eV
**⟨S²⟩**: 2.008
**Gap between HOMO and LUMO (alpha / beta)**: 3.55 / 2.94 eV

Geometry as XYZ:
```
79
Properties=species:S:1:pos:R:3:forces:R:3:mulliken_spin:R:1
Au 3.733422 -1.633501 -1.580368 -1.124 2.629 -1.520 1.111
C -0.893036 2.548444 -2.685147 -0.918 -0.993 0.525 -0.020
C -1.063435 1.291597 -3.332689 -0.670 0.393 1.084 -0.002
C -2.908839 1.665376 -2.007372 1.373 0.139 -0.412 0.000
C -2.017074 2.762825 -1.839649 0.232 -1.158 -0.927 0.002
C -2.314765 0.753163 -2.921269 0.699 0.917 0.662 0.005
C 0.222271 3.493162 -2.890412 0.309 0.351 -0.210 0.005
H 1.084006 2.995104 -3.348017 0.001 0.146 0.054 -0.001
H 0.547962 3.944042 -1.945215 0.144 0.124 -0.059 0.000
H -0.074354 4.316987 -3.556962 0.231 -0.025 0.112 0.001
C -2.237510 3.920080 -0.954277 -0.132 0.500 0.231 -0.001
H -1.515749 4.720637 -1.166382 -0.247 -0.049 0.112 0.000
H -2.133812 3.654298 0.112876 -0.001 0.179 0.026 0.000
H -3.253797 4.324358 -1.086671 0.211 0.116 0.159 0.000
C -4.241945 1.532847 -1.393986 -0.367 -0.017 0.009 0.000
H -4.750771 2.506004 -1.365469 -0.112 -0.186 0.076 0.000
H -4.191560 1.155118 -0.361076 -0.228 -0.061 0.150 0.000
H -4.859059 0.833181 -1.971346 -0.058 0.160 0.216 0.000
C -2.938395 -0.499172 -3.395913 -0.379 -0.403 -0.223 0.001
H -3.760053 -0.292349 -4.101788 0.141 -0.256 0.088 0.000
H -3.367037 -1.072523 -2.559942 -0.023 -0.076 -0.185 0.000
H -2.211364 -1.137925 -3.911874 -0.166 0.003 0.017 0.000
C -0.121935 0.681373 -4.293220 0.292 -0.032 -0.584 -0.018
H -0.299477 1.058258 -5.313801 0.208 -0.231 0.081 0.002
H -0.229363 -0.410774 -4.321242 0.098 0.098 -0.091 0.004
H 0.920598 0.915688 -4.035199 -0.092 -0.117 -0.139 0.032
C 4.752265 -1.656784 0.279183 2.530 -1.131 -0.340 0.158
C 5.400285 -2.528222 -0.678692 0.617 0.203 2.558 0.125
C 5.239413 -4.032195 -0.591268 0.202 -0.261 -0.430 -0.007
C 3.821857 -4.504438 -0.987172 -0.334 -0.104 -0.183 0.011
C 2.761948 -3.376258 -1.054848 -0.835 -1.447 -0.319 0.434
C 2.024149 -3.241766 0.261686 -1.333 -0.800 1.264 -0.001
C 2.964472 -3.199710 1.481935 -0.278 -0.417 0.577 0.000
C 4.121678 -2.185109 1.540648 -0.701 0.454 0.202 -0.002
H 5.516647 -4.415584 0.405494 -0.018 0.287 -0.200 0.007
H 3.491141 -5.295610 -0.299546 0.029 -0.007 -0.207 0.009
H 5.946835 -4.480300 -1.305657 -0.148 0.088 0.390 0.000
H 4.900674 -2.666696 2.156716 -0.018 0.313 -0.324 0.004
H 5.193286 -0.661765 0.398836 -0.198 -0.310 -0.152 0.010
H 6.334929 -2.160898 -1.114377 -0.538 0.078 -0.273 0.004
H 3.797436 -1.308458 2.124076 0.156 -0.242 -0.102 0.002
H 2.349697 -3.026955 2.381566 0.250 -0.217 -0.108 -0.004
H 1.468775 -4.196273 0.373771 0.377 -0.206 0.038 0.033
H 3.381045 -4.211803 1.620033 -0.204 0.398 -0.186 0.004
H 3.880011 -4.959454 -1.988435 -0.096 0.179 0.370 0.011
H 2.071122 -3.565898 -1.890653 0.104 0.046 0.298 0.036
P 0.205487 0.831900 1.561244 -1.470 0.438 -1.068 -0.056
C 0.652404 1.842984 2.966930 0.567 0.082 0.585 0.001
C 0.827257 1.576678 0.047523 0.341 -0.001 0.159 0.058
P 0.417476 -2.217429 0.531806 2.195 0.787 -1.951 -0.077
C 0.894535 -0.860541 1.680077 0.116 0.127 0.612 0.057
C 0.055433 -1.620827 -1.127746 -0.447 0.113 0.072 -0.074
C -0.945957 -3.146364 1.214957 -0.075 -0.328 0.275 0.002
H -0.218482 2.086822 3.588855 0.176 -0.158 -0.232 0.000
H 1.093008 2.782706 2.600509 -0.118 -0.360 0.062 0.000
H 1.395649 1.307829 3.576761 -0.173 0.261 -0.071 0.000
H 0.315148 1.182899 -0.836808 -0.269 0.184 -0.160 -0.042
H 1.905155 1.375502 -0.054063 -0.166 0.051 0.097 0.031
H 0.663143 2.664216 0.084864 -0.119 -0.345 -0.045 0.004
H -0.577601 -3.868056 1.958119 -0.155 0.221 -0.116 -0.001
H -1.458780 -3.688738 0.409608 0.201 0.133 0.151 0.000
H -1.657752 -2.449402 1.680635 0.215 -0.169 -0.113 0.001
H 0.664797 -1.214622 2.703424 0.185 0.103 -0.345 0.004
H 1.988731 -0.728656 1.592155 -0.435 -0.143 -0.002 -0.016
H -0.672686 -0.800811 -1.116067 -0.158 0.019 -0.286 -0.029
H -0.361033 -2.446345 -1.725366 0.046 0.184 0.238 0.002
H 0.982518 -1.283259 -1.619833 -0.165 0.037 0.265 0.183
Se -2.044179 0.547942 1.444227 -0.234 0.459 0.058 -0.002
C -2.913071 1.788927 2.714200 0.213 0.329 0.649 0.001
C -2.672184 1.613178 4.086307 -0.034 -0.104 -0.197 0.000
C -3.342950 2.393732 5.028247 -0.082 0.232 -0.146 0.000
C -4.255541 3.372263 4.609018 0.172 -0.295 -0.445 0.000
C -4.505080 3.551283 3.238670 0.257 -0.299 0.440 0.000
C -3.831235 2.769202 2.294131 0.281 -0.312 -0.495 0.000
H -1.960625 0.849629 4.405534 -0.308 0.144 0.041 0.000
H -3.156853 2.235219 6.093145 -0.046 0.067 -0.373 0.000
H -4.775337 3.985825 5.343653 0.120 -0.175 -0.185 0.000
H -5.232667 4.297558 2.910993 0.318 -0.270 0.038 0.000
H -4.021323 2.916632 1.227406 0.067 -0.070 0.364 0.000
```
Forces are in eV/Å.

What energy above the lowest of the compared OMol25 structures with the same formula, charge and spin values result from the calculations? In sequence: 0.00, 163.01 kJ/mol.
What E_tot values result from the calculations? In sequence: -3842.5620, -4351.9312 Eh.